Below is 3 unconnected molecules or ions with the total composition C3H11NO3 at a distorted geometry, with properties calculated with ωB97M-V/def2-TZVPD.

The value obtained for the energy above the lowest of the compared OMol25 structures with the same formula, charge and spin is 22.2 kcal/mol. For the lowest unoccupied orbital energy, the calculation gives 0.8 eV. Its multiplicity is 1. The SMILES is CN(C)C=O.O.O. The total energy is -401.3777 Ha.

Each line ends with the Löwdin charge.
Element x y z (Å)
1 C 0.39 1.41 1.94  -0.049
2 N -0.11 0.15 1.43  -0.179
3 C 0.49 -1.14 1.74  -0.042
4 C -0.94 0.24 0.37  -0.336
5 O -1.36 1.28 -0.12  -0.002
6 H 0.65 2.06 1.11  0.090
7 H 1.33 1.30 2.49  0.087
8 H -0.29 1.99 2.55  0.090
9 H 1.11 -1.49 0.91  0.090
10 H -0.26 -1.90 1.93  0.087
11 H 1.09 -0.99 2.63  0.085
12 H -1.26 -0.76 0.01  0.147
13 O 0.03 -2.10 -2.76  -0.079
14 H -0.08 -1.21 -3.13  0.005
15 H 0.83 -2.34 -3.24  0.033
16 O -0.16 1.09 -2.78  -0.061
17 H -0.97 1.33 -3.23  0.037
18 H -0.49 1.06 -1.86  -0.002



Below is a single C5H10O molecule, with properties calculated with ωB97M-V/def2-TZVPD.

The value obtained for the energy above the lowest of the compared OMol25 structures with the same formula, charge and spin is 21.6 kcal/mol. For the lowest unoccupied orbital energy, the calculation gives 1.2 eV. Its multiplicity is 1. The SMILES is C[C@@H]1C[C@H](C)O1. The total energy is -271.7182 Ha.

Each line ends with the Löwdin charge.
Element x y z (Å)
1 C -2.05 0.19 0.35  -0.042
2 C -0.97 -0.57 -0.40  -0.370
3 C 0.27 -1.02 0.39  -0.070
4 C 1.05 -0.13 -0.59  -0.376
5 C 1.82 1.04 -0.01  -0.045
6 O -0.17 0.31 -1.22  -0.078
7 H -2.84 -0.49 0.70  0.079
8 H -1.64 0.72 1.21  0.077
9 H -2.51 0.92 -0.32  0.082
10 H -1.41 -1.36 -1.02  0.139
11 H 0.51 -2.09 0.35  0.108
12 H 0.29 -0.68 1.43  0.111
13 H 1.67 -0.69 -1.30  0.139
14 H 2.24 1.67 -0.81  0.080
15 H 1.16 1.66 0.61  0.083
16 H 2.65 0.68 0.62  0.083



Below is a single C5H11NO molecule, with properties calculated with ωB97M-V/def2-TZVPD.

The value obtained for the energy above the lowest of the compared OMol25 structures with the same formula, charge and spin is 2.1 kcal/mol. For the lowest unoccupied orbital energy, the calculation gives 0.9 eV. Its multiplicity is 1. The SMILES is CCCNC(C)=O. The total energy is -327.1281 Ha.

Each line ends with the Löwdin charge.
Element x y z (Å)
1 C -2.81 0.06 -0.28  -0.120
2 C -1.29 0.17 -0.35  -0.254
3 C -0.59 -0.19 0.97  -0.203
4 N 0.82 -0.50 0.79  0.035
5 C 1.69 0.47 0.39  -0.548
6 C 3.03 -0.04 -0.10  -0.006
7 O 1.40 1.66 0.39  0.046
8 H -3.26 0.38 -1.23  0.070
9 H -3.13 -0.97 -0.09  0.070
10 H -3.23 0.68 0.52  0.074
11 H -0.91 -0.49 -1.14  0.111
12 H -0.99 1.20 -0.61  0.106
13 H -0.67 0.64 1.68  0.125
14 H -1.07 -1.07 1.43  0.119
15 H 1.07 -1.46 0.63  0.131
16 H 3.01 -0.09 -1.19  0.087
17 H 3.28 -1.04 0.29  0.073
18 H 3.81 0.67 0.19  0.083



Below is 11 unconnected molecules or ions with the total composition C29H86N16O11 at a distorted geometry, with properties calculated with ωB97M-V/def2-TZVPD.

The value obtained for the energy above the lowest of the compared OMol25 structures with the same formula, charge and spin is 213.7 kcal/mol. For the lowest unoccupied orbital energy, the calculation gives 0.1 eV. Its multiplicity is 1. The SMILES is COC[C@H](C)N.COC[C@H](C)N.COC[C@H](C)N.COC[C@H](C)N.COC[C@H](C)N.COC[C@H](C)N.NC(N)=O.NC(N)=O.NC(N)=O.NC(N)=O.NC(N)=O. The total energy is -2860.0622 Ha.

Each line ends with the Löwdin charge.
Element x y z (Å)
1 C 5.53 -2.76 -5.01  -0.066
2 O 6.00 -2.19 -3.77  -0.209
3 C 7.25 -1.64 -3.77  -0.236
4 C 7.34 -0.65 -2.55  -0.381
5 C 8.86 -0.29 -2.21  -0.069
6 N 6.64 -1.13 -1.34  0.022
7 H 4.61 -3.32 -4.81  0.088
8 H 6.35 -3.39 -5.36  0.082
9 H 5.34 -2.04 -5.80  0.083
10 H 7.95 -2.46 -3.65  0.123
11 H 7.45 -1.10 -4.70  0.125
12 H 6.89 0.32 -2.75  0.119
13 H 9.31 0.16 -3.09  0.062
14 H 9.44 -1.20 -2.11  0.068
15 H 8.91 0.47 -1.43  0.068
16 H 6.80 -2.12 -1.29  0.062
17 H 6.97 -0.71 -0.49  0.061
18 C -3.39 -0.51 10.58  -0.111
19 O -2.59 -0.35 9.41  -0.196
20 C -2.66 0.96 8.82  -0.183
21 C -2.23 1.06 7.32  -0.399
22 C -2.16 2.49 6.78  -0.083
23 N -3.30 0.49 6.48  -0.003
24 H -3.17 -1.46 11.05  0.086
25 H -4.43 -0.45 10.26  0.083
26 H -3.30 0.25 11.36  0.081
27 H -3.69 1.30 8.91  0.117
28 H -2.08 1.63 9.45  0.118
29 H -1.36 0.49 6.99  0.131
30 H -1.30 2.97 7.26  0.072
31 H -3.05 3.09 6.97  0.082
32 H -1.90 2.56 5.73  0.075
33 H -3.62 -0.46 6.58  0.069
34 H -3.03 0.56 5.51  0.060
35 C 5.99 0.29 6.45  -0.071
36 O 6.86 1.35 5.90  -0.194
37 C 6.23 2.63 6.03  -0.189
38 C 6.57 3.27 7.41  -0.490
39 C 5.62 4.40 7.82  -0.062
40 N 7.91 3.60 7.63  0.033
41 H 5.21 -0.13 5.82  0.081
42 H 5.50 0.67 7.35  0.076
43 H 6.69 -0.50 6.74  0.085
44 H 6.50 3.44 5.35  0.124
45 H 5.17 2.45 5.92  0.111
46 H 6.54 2.53 8.20  0.127
47 H 5.69 5.31 7.21  0.075
48 H 5.70 4.77 8.84  0.073
49 H 4.61 4.00 7.82  0.070
50 H 8.28 3.91 6.74  0.073
51 H 8.44 2.75 7.76  0.077
52 C 3.98 4.76 -6.57  -0.085
53 O 4.10 5.14 -5.17  -0.220
54 C 5.21 5.97 -4.79  -0.183
55 C 4.87 6.93 -3.59  -0.403
56 C 5.85 8.16 -3.42  -0.060
57 N 4.82 6.22 -2.31  0.014
58 H 3.36 3.90 -6.82  0.081
59 H 4.95 4.35 -6.87  0.076
60 H 3.71 5.61 -7.20  0.085
61 H 6.01 5.28 -4.55  0.123
62 H 5.41 6.59 -5.66  0.111
63 H 3.90 7.40 -3.71  0.130
64 H 6.93 8.01 -3.37  0.070
65 H 5.51 8.65 -2.51  0.073
66 H 5.59 8.67 -4.34  0.067
67 H 4.44 5.31 -2.52  0.058
68 H 5.71 5.94 -1.92  0.065
69 C -4.75 -10.29 7.11  -0.125
70 O -5.16 -8.97 6.81  -0.176
71 C -4.14 -8.16 6.20  -0.186
72 C -4.75 -6.82 5.64  -0.438
73 C -5.75 -6.91 4.45  -0.054
74 N -3.67 -6.03 5.14  0.011
75 H -3.97 -10.06 7.83  0.082
76 H -4.32 -10.98 6.39  0.081
77 H -5.52 -10.92 7.56  0.084
78 H -3.38 -7.77 6.88  0.108
79 H -3.54 -8.61 5.41  0.121
80 H -5.09 -6.28 6.52  0.138
81 H -5.41 -7.41 3.55  0.075
82 H -6.14 -5.93 4.20  0.074
83 H -6.57 -7.55 4.79  0.066
84 H -3.30 -6.52 4.33  0.073
85 H -3.03 -6.01 5.91  0.065
86 C -3.41 -0.98 -7.52  -0.102
87 O -4.53 -1.44 -8.26  -0.195
88 C -5.18 -0.52 -9.13  -0.193
89 C -6.07 -1.30 -10.14  -0.440
90 C -6.70 -0.35 -11.06  -0.102
91 N -7.15 -2.05 -9.45  0.041
92 H -2.56 -0.68 -8.13  0.080
93 H -3.07 -1.75 -6.83  0.086
94 H -3.73 -0.11 -6.94  0.082
95 H -5.83 0.16 -8.58  0.123
96 H -4.42 0.08 -9.63  0.121
97 H -5.40 -1.99 -10.66  0.137
98 H -5.91 0.30 -11.42  0.081
99 H -7.44 0.26 -10.54  0.083
100 H -7.27 -0.83 -11.87  0.084
101 H -7.95 -2.17 -10.05  0.057
102 H -7.54 -1.32 -8.87  0.058
103 N 2.95 -6.29 0.18  0.137
104 C 1.90 -6.78 0.89  -0.734
105 N 2.27 -7.86 1.57  0.140
106 O 0.74 -6.46 0.76  0.044
107 H 2.77 -5.60 -0.54  0.109
108 H 3.87 -6.69 0.17  0.097
109 H 1.62 -8.55 1.91  0.116
110 H 3.12 -8.17 1.13  0.090
111 N -5.22 -3.67 -1.96  0.143
112 C -6.27 -3.24 -2.62  -0.769
113 N -6.36 -1.96 -2.29  0.134
114 O -6.91 -3.86 -3.44  0.051
115 H -4.69 -2.97 -1.47  0.103
116 H -4.86 -4.60 -2.11  0.120
117 H -6.95 -1.38 -2.87  0.113
118 H -5.83 -1.46 -1.59  0.105
119 N -5.69 4.16 0.56  0.150
120 C -6.46 4.88 -0.23  -0.804
121 N -7.54 5.17 0.36  0.163
122 O -6.16 5.26 -1.36  0.014
123 H -4.92 3.73 0.07  0.117
124 H -5.83 3.91 1.53  0.112
125 H -7.77 4.59 1.16  0.117
126 H -8.24 5.65 -0.18  0.130
127 N -2.34 5.40 -6.07  0.153
128 C -2.82 5.95 -7.13  -0.742
129 N -4.01 6.49 -6.91  0.156
130 O -2.22 5.94 -8.25  -0.026
131 H -2.75 5.70 -5.19  0.112
132 H -1.33 5.37 -6.15  0.126
133 H -4.55 7.01 -7.59  0.120
134 H -4.30 6.25 -5.97  0.100
135 N 1.38 -0.44 0.16  0.157
136 C 0.85 0.40 -0.64  -0.842
137 N 1.78 0.85 -1.44  0.158
138 O -0.31 0.66 -0.68  0.063
139 H 2.37 -0.64 0.19  0.112
140 H 0.82 -0.89 0.87  0.125
141 H 1.53 1.22 -2.35  0.121
142 H 2.72 0.65 -1.14  0.104



Below is a molecular structure, F4K2N2O8S4 at a distorted geometry, with properties calculated with ωB97M-V/def2-TZVPD.

The value obtained for the energy above the lowest of the compared OMol25 structures with the same formula, charge and spin is 0.0 kcal/mol. For the lowest unoccupied orbital energy, the calculation gives -1.2 eV. Its multiplicity is 1. The total energy is -3903.5782 Ha.

Each line ends with the Löwdin charge.
Element x y z (Å)
1 K -1.65 1.02 -0.39  0.896
2 K 0.06 -1.79 -0.21  0.885
3 N -1.04 -0.37 1.82  -0.488
4 S -2.10 -0.55 2.94  0.444
5 O -2.37 0.63 3.71  -0.250
6 O -2.11 -1.81 3.62  -0.248
7 F -3.36 -0.72 1.94  -0.215
8 S 0.42 -0.15 2.65  0.560
9 O 1.17 -1.36 2.58  -0.273
10 O 0.53 0.79 3.70  -0.192
11 F 1.05 0.61 1.37  -0.232
12 N 0.44 0.16 -1.85  -0.510
13 S 1.80 1.02 -1.85  0.495
14 O 2.04 1.85 -2.98  -0.239
15 O 2.88 0.41 -1.16  -0.232
16 F 1.17 2.09 -0.79  -0.235
17 S 0.38 -0.21 -3.49  0.529
18 O 1.63 -0.76 -3.94  -0.250
19 O -0.37 0.64 -4.33  -0.236
20 F -0.56 -1.50 -3.34  -0.210



Below is a gas-phase ion, C5H13N2O (charge +1) at a distorted geometry, with properties calculated with ωB97M-V/def2-TZVPD.

The value obtained for the energy above the lowest of the compared OMol25 structures with the same formula, charge and spin is 58.0 kcal/mol. For the lowest unoccupied orbital energy, the calculation gives -3.5 eV. Its multiplicity is 1. The SMILES is CN(C=O)C(C)(C)[NH3+]. Its total charge is +1. The total energy is -382.7692 Ha.

Each line ends with the Löwdin charge.
Element x y z (Å)
1 C -0.95 -0.22 -1.76  0.016
2 N 0.00 -0.66 -0.68  -0.079
3 C 0.23 -2.03 -0.77  -0.269
4 O -0.26 -2.79 -1.59  0.079
5 C 0.12 0.15 0.43  -0.499
6 C 0.80 -0.41 1.59  -0.014
7 C -1.04 1.09 0.94  0.027
8 N 1.17 1.26 -0.20  0.251
9 H -1.96 -0.61 -1.59  0.113
10 H -0.99 0.87 -1.88  0.090
11 H -0.61 -0.79 -2.59  0.082
12 H 0.81 -2.57 0.02  0.153
13 H 1.67 -0.92 1.35  0.083
14 H 0.96 0.44 2.28  0.118
15 H 0.20 -1.06 2.11  0.094
16 H -1.45 1.62 0.12  0.068
17 H -1.91 0.46 1.34  0.150
18 H -0.59 1.64 1.73  0.077
19 H 2.02 0.94 -0.52  0.127
20 H 0.65 1.66 -0.99  0.141
21 H 1.11 1.93 0.65  0.191